{"formula": "C22H24F2N2O3", "method": "wB97M-V/def2-TZVPD", "e_lumo_ev": 0.625, "de_lowest_ev": 0.123, "e_tot_ev": -37762.3046, "orbital_gap_ev": 9.37, "symbols": ["O", "C", "N", "H", "C", "H", "H", "C", "O", "C", "C", "C", "C", "C", "C", "F", "H", "H", "H", "H", "H", "H", "C", "C", "N", "C", "O", "C", "C", "H", "H", "H", "H", "C", "H", "H", "C", "C", "C", "C", "C", "C", "C", "H", "H", "H", "F", "H", "H", "H", "H", "H", "H"], "positions_angstrom": [[-1.7671, -2.4748, 1.2807], [-1.1041, -1.6681, 0.6621], [-0.6162, -1.9134, -0.5723], [-0.0704, -1.2129, -1.0490], [-0.8582, -3.1521, -1.2730], [-1.2268, -2.9288, -2.2784], [-1.6254, -3.6928, -0.7117], [0.3940, -4.0355, -1.3860], [0.6186, -4.8056, -0.2213], [0.9126, -4.2005, 0.9627], [0.4326, -4.8336, 2.1101], [0.7012, -4.3451, 3.3712], [1.4622, -3.1991, 3.5294], [1.9591, -2.5578, 2.4116], [1.6922, -3.0619, 1.1527], [2.2185, -2.3792, 0.0926], [2.5673, -1.6701, 2.4968], [1.6690, -2.8058, 4.5121], [0.3040, -4.8546, 4.2351], [-0.1678, -5.7179, 1.9716], [1.2659, -3.4301, -1.6549], [0.2355, -4.7840, -2.1659], [-0.8076, -0.2857, 1.2449], [0.4068, 0.4415, 0.6808], [0.2071, 0.9305, -0.6701], [-1.0002, 1.2221, -1.2260], [-1.0855, 1.6788, -2.3507], [-2.2462, 0.8647, -0.4397], [-2.0305, 0.6147, 1.0452], [-1.8667, 1.5618, 1.5638], [-2.9142, 0.1423, 1.4757], [-2.6680, -0.0261, -0.9147], [-2.9621, 1.6736, -0.5979], [1.4013, 1.3585, -1.3716], [2.1835, 0.6067, -1.2303], [1.1408, 1.4228, -2.4307], [1.9025, 2.7356, -0.8966], [0.8162, 3.7543, -1.0837], [-0.0895, 4.0047, -0.0627], [-1.1455, 4.8655, -0.2903], [-1.3305, 5.4986, -1.5030], [-0.4154, 5.2546, -2.5126], [0.6441, 4.3909, -2.3063], [1.3411, 4.1969, -3.1075], [-0.5392, 5.7354, -3.4707], [-2.1716, 6.1579, -1.6451], [-2.0267, 5.0841, 0.7135], [0.0131, 3.5423, 0.9075], [2.1979, 2.6790, 0.1525], [2.7798, 2.9993, -1.4883], [0.6389, 1.2814, 1.3502], [1.2816, -0.2155, 0.6717], [-0.6522, -0.4476, 2.3167]], "forces_ev_per_a": [[-0.3, -0.1, 0.2], [0.2, 0.4, 0.2], [0.1, -0.1, -0.4], [-0.1, 0.1, 0.2], [0.2, -0.4, 0.0], [0.0, -0.1, 0.0], [0.0, 0.0, -0.2], [-0.4, 0.3, -0.4], [0.3, 0.0, 0.2], [0.0, 0.0, 0.3], [0.1, 0.1, -0.2], [0.0, 0.0, 0.0], [0.0, 0.0, 0.0], [-0.1, 0.0, -0.1], [0.1, 0.1, -0.1], [0.0, -0.3, 0.1], [0.1, 0.1, 0.0], [0.0, 0.0, 0.1], [0.0, -0.1, 0.1], [-0.1, -0.1, 0.0], [-0.1, -0.1, 0.0], [0.0, 0.1, 0.0], [-0.1, 0.1, 0.1], [0.0, -0.1, 0.4], [0.4, -0.1, 0.0], [-0.5, -0.1, -0.2], [-0.1, 0.1, -0.2], [-0.1, 0.1, 0.1], [0.0, -0.1, 0.0], [0.0, 0.0, 0.1], [0.0, 0.1, 0.0], [0.0, 0.1, 0.0], [0.1, -0.1, -0.1], [0.2, 0.1, -0.3], [-0.1, 0.0, 0.0], [0.1, -0.1, 0.1], [-0.2, -0.2, -0.1], [0.1, 0.2, 0.0], [-0.1, 0.1, 0.0], [0.0, 0.0, -0.1], [-0.1, 0.0, 0.2], [0.0, -0.1, 0.0], [0.1, 0.0, 0.0], [0.1, 0.0, -0.1], [0.0, 0.0, -0.1], [-0.1, 0.1, 0.0], [0.1, 0.0, -0.1], [0.0, -0.1, 0.1], [0.1, 0.0, 0.0], [0.1, 0.0, 0.1], [0.0, -0.1, 0.0], [0.0, 0.0, 0.0], [0.0, 0.0, -0.2]]}